Molecular formula: C3H5NO2
Method: DFT, ωB97M-V/def2-TZVPD

Last columns: bonded neighbours and bond lengths (Å).
Atoms and positions in Å:
1 C -1.066 1.454 -0.030  N2 1.498, H7 1.095, H8 1.097, H9 1.091
2 N 0.047 0.452 -0.071  C1 1.498, C3 1.349, H10 1.015
3 C -0.046 -0.860 0.228  N2 1.349, O4 1.213, C5 1.610
4 O -0.980 -1.500 0.666  C3 1.213
5 C 1.382 -1.544 -0.059  C3 1.610, O6 1.210, H11 1.090
6 O 2.045 -1.467 -1.069  C5 1.210
7 H -1.965 1.042 -0.499  C1 1.095
8 H -1.363 1.738 0.988  C1 1.097
9 H -0.831 2.378 -0.560  C1 1.091
10 H 1.026 0.494 -0.334  N2 1.015
11 H 1.752 -2.187 0.740  C5 1.090

strongest force on any atom	2.2	eV Å⁻¹
energy above the lowest of the compared OMol25 structures with the same formula, charge and spin	33.9	kcal per mole
orbital gap	10.1	eV
HOMO level	-0.356	Ha
multiplicity	1
SMILES	CNC(=O)C=O
electronic energy	-8776.22283	eV



Molecular formula: C3H5NO2
Method: DFT, ωB97M-V/def2-TZVPD

Last columns: bonded neighbours and bond lengths (Å).
Atoms and positions in Å:
1 C -1.888 0.271 -0.344  C2 1.513, H7 1.094, H8 1.093, H9 1.093
2 C -0.640 -0.582 -0.275  C1 1.513, O3 1.195, O4 1.382
3 O -0.568 -1.745 -0.545  C2 1.195
4 O 0.445 0.167 0.136  C2 1.382, C5 1.394
5 C 1.671 -0.364 0.535  O4 1.394, N6 1.274, H10 1.100
6 N 2.627 0.426 0.826  C5 1.274, H11 1.011
7 H -2.152 0.633 0.655  C1 1.094
8 H -1.717 1.147 -0.974  C1 1.093
9 H -2.718 -0.315 -0.746  C1 1.093
10 H 2.472 -1.025 0.172  C5 1.100
11 H 2.467 1.388 0.561  N6 1.011

strongest force on any atom	3.6	eV Å⁻¹
energy above the lowest of the compared OMol25 structures with the same formula, charge and spin	63.0	kcal per mole
orbital gap	10.9	eV
HOMO level	-0.373	Ha
multiplicity	1
SMILES	[H]/N=C\OC(C)=O
electronic energy	-8774.96180	eV



Molecular formula: C3H5NO2
Method: DFT, ωB97M-V/def2-TZVPD

Last columns: bonded neighbours and bond lengths (Å).
Atoms and positions in Å:
1 N 1.538 0.823 1.025  C2 1.249, H7 1.013
2 C 1.038 0.809 -0.119  N1 1.249, O6 1.445, H8 1.085
3 O 0.118 -1.176 -0.880  C4 1.344
4 C -0.870 -1.104 0.028  O3 1.344, C5 1.493, H9 1.114, H10 1.110
5 C -1.221 0.341 -0.102  C4 1.493, O6 1.277, H11 1.093
6 O -0.334 1.254 -0.208  C2 1.445, C5 1.277
7 H 2.528 0.617 0.983  N1 1.013
8 H 1.452 0.716 -1.118  C2 1.085
9 H -0.643 -1.358 1.089  C4 1.114
10 H -1.791 -1.664 -0.238  C4 1.110
11 H -2.226 0.729 -0.289  C5 1.093

strongest force on any atom	0.5	eV Å⁻¹
energy above the lowest of the compared OMol25 structures with the same formula, charge and spin	107.1	kcal per mole
orbital gap (spin up / spin down)	7.9 / 7.9	eV
HOMO level (spin up / spin down)	-0.316 / -0.316	Ha
multiplicity	1
electronic energy	-8773.05175	eV



Molecular formula: C3H5NO2
Method: DFT, ωB97M-V/def2-TZVPD

Last columns: bonded neighbours and bond lengths (Å).
Atoms and positions in Å:
1 C -1.887 -0.114 -0.520  C2 1.841, O3 1.769, H7 1.083, H8 1.092, H9 1.093
2 C -0.724 0.325 0.838  C1 1.841, O3 1.283, O4 1.367
3 O -0.785 -0.933 0.596  C1 1.769, C2 1.283
4 O 0.504 0.899 0.661  C2 1.367, C5 1.376
5 C 1.613 0.148 0.348  O4 1.376, N6 1.258, H10 1.089
6 N 2.681 0.759 0.086  C5 1.258, H11 1.019
7 H -2.842 -0.023 -0.018  C1 1.083
8 H -1.611 0.776 -1.089  C1 1.092
9 H -1.814 -0.993 -1.165  C1 1.093
10 H 1.447 -0.928 0.370  C5 1.089
11 H 3.417 0.082 -0.107  N6 1.019

strongest force on any atom	0.6	eV Å⁻¹
energy above the lowest of the compared OMol25 structures with the same formula, charge and spin	124.7	kcal per mole
orbital gap	9.2	eV
HOMO level	-0.327	Ha
multiplicity	1
electronic energy	-8772.28638	eV



Molecular formula: C3H5NO2
Method: DFT, ωB97M-V/def2-TZVPD

Last columns: bonded neighbours and bond lengths (Å).
Atoms and positions in Å:
1 N 1.823 -1.089 -0.410  C2 1.259, H7 1.021
2 C 0.768 -0.428 -0.228  N1 1.259, C3 1.514, O6 1.363
3 C -0.481 -0.909 0.480  C2 1.514, O4 1.418, H8 1.092, H9 1.102
4 O -1.454 0.052 0.107  C3 1.418, C5 1.397
5 C -0.746 1.235 -0.115  O4 1.397, O6 1.425, H10 1.094, H11 1.103
6 O 0.531 0.856 -0.619  C2 1.363, C5 1.425
7 H 2.534 -0.528 -0.882  N1 1.021
8 H -0.792 -1.901 0.145  C3 1.092
9 H -0.319 -0.925 1.570  C3 1.102
10 H -1.264 1.836 -0.869  C5 1.094
11 H -0.601 1.802 0.820  C5 1.103

strongest force on any atom	0.4	eV Å⁻¹
energy above the lowest of the compared OMol25 structures with the same formula, charge and spin	30.8	kcal per mole
orbital gap	11.2	eV
HOMO level	-0.381	Ha
multiplicity	1
SMILES	[H]/N=C1/COCO1
electronic energy	-8776.35805	eV



Molecular formula: C3H5NO2
Method: DFT, ωB97M-V/def2-TZVPD

Last columns: bonded neighbours and bond lengths (Å).
Atoms and positions in Å:
1 N 1.662 0.280 -0.059  C2 1.402, H7 1.015, H8 1.003
2 C 1.196 -0.201 -1.290  N1 1.402, O3 1.321
3 O -0.056 -0.612 -1.198  C2 1.321, C4 1.440
4 C -0.750 -0.779 0.052  O3 1.440, C5 1.507, H9 1.095, H10 1.096
5 C -1.359 0.534 0.469  C4 1.507, O6 1.205, H11 1.114
6 O -1.721 0.787 1.591  C5 1.205
7 H 1.447 1.238 0.199  N1 1.015
8 H 2.660 0.178 -0.054  N1 1.003
9 H -0.096 -1.174 0.836  C4 1.095
10 H -1.539 -1.506 -0.168  C4 1.096
11 H -1.444 1.255 -0.377  C5 1.114

strongest force on any atom	0.7	eV Å⁻¹
energy above the lowest of the compared OMol25 structures with the same formula, charge and spin	86.0	kcal per mole
orbital gap	9.4	eV
HOMO level	-0.320	Ha
multiplicity	1
electronic energy	-8773.96379	eV



Molecular formula: C3H5NO2
Method: DFT, ωB97M-V/def2-TZVPD

Last columns: bonded neighbours and bond lengths (Å).
Atoms and positions in Å:
1 O 2.635 0.094 -0.148  C2 1.201
2 C 1.437 0.117 -0.075  O1 1.201, N3 1.380, O6 1.360
3 N 0.622 -0.783 0.582  C2 1.380, C4 1.457, H7 1.011
4 C -0.776 -0.523 0.263  N3 1.457, C5 1.532, H8 1.088, H9 1.099
5 C -0.705 0.878 -0.352  C4 1.532, O6 1.422, H10 1.089, H11 1.102
6 O 0.671 1.082 -0.649  C2 1.360, C5 1.422
7 H 0.987 -1.723 0.649  N3 1.011
8 H -1.163 -1.161 -0.528  C4 1.088
9 H -1.376 -0.544 1.184  C4 1.099
10 H -1.054 1.636 0.347  C5 1.089
11 H -1.267 0.987 -1.293  C5 1.102

strongest force on any atom	0.7	eV Å⁻¹
energy above the lowest of the compared OMol25 structures with the same formula, charge and spin	5.5	kcal per mole
orbital gap	10.9	eV
HOMO level	-0.375	Ha
multiplicity	1
SMILES	O=C1NCCO1
electronic energy	-8777.45493	eV



Molecular formula: C3H5NO2
Method: DFT, ωB97M-V/def2-TZVPD

Last columns: bonded neighbours and bond lengths (Å).
Atoms and positions in Å:
1 C 0.620 1.202 -0.268  O6 1.421, H7 1.096, H8 1.096, H9 1.091
2 C 1.384 -1.752 0.204  O3 1.135
3 O 1.464 -1.989 1.311  C2 1.135
4 N -1.370 -1.179 -0.374  C5 1.263, H10 1.019
5 C -1.431 -0.062 0.212  N4 1.263, O6 1.357, H11 1.091
6 O -0.769 1.108 0.020  C1 1.421, C5 1.357
7 H 0.927 0.734 -1.211  C1 1.096
8 H 1.218 0.787 0.550  C1 1.096
9 H 0.811 2.275 -0.319  C1 1.091
10 H -0.688 -1.208 -1.130  N4 1.019
11 H -2.165 0.083 1.005  C5 1.091

strongest force on any atom	1.5	eV Å⁻¹
energy above the lowest of the compared OMol25 structures with the same formula, charge and spin	45.7	kcal per mole
orbital gap	11.2	eV
HOMO level	-0.381	Ha
multiplicity	1
electronic energy	-8775.71196	eV



Molecular formula: C3H5NO2
Method: DFT, ωB97M-V/def2-TZVPD

Last columns: bonded neighbours and bond lengths (Å).
Atoms and positions in Å:
1 N -0.215 -0.858 1.484  C2 1.257, H7 1.090
2 C -1.210 -0.966 0.723  N1 1.257, O3 1.465, H8 1.097
3 O -1.284 -0.214 -0.531  C2 1.465, C4 1.403
4 C -0.259 0.738 -0.646  O3 1.403, C5 1.718, H9 1.105, H10 1.089
5 C 1.349 0.231 -0.318  C4 1.718, O6 1.205, H11 1.118
6 O 2.202 1.022 -0.005  C5 1.205
7 H 0.416 -0.186 0.902  N1 1.090
8 H -2.115 -1.582 0.802  C2 1.097
9 H -0.465 1.630 -0.029  C4 1.105
10 H -0.036 0.971 -1.686  C4 1.089
11 H 1.620 -0.786 -0.696  C5 1.118

strongest force on any atom	3.1	eV Å⁻¹
energy above the lowest of the compared OMol25 structures with the same formula, charge and spin	73.7	kcal per mole
orbital gap	10.4	eV
HOMO level	-0.368	Ha
multiplicity	1
SMILES	[H]/N=C\OCC=O
electronic energy	-8774.49782	eV



Molecular formula: C3H5NO2
Method: DFT, ωB97M-V/def2-TZVPD

Last columns: bonded neighbours and bond lengths (Å).
Atoms and positions in Å:
1 C -1.649 0.076 -1.123  N2 1.452, H7 1.094, H8 1.094, H9 1.095
2 N -1.230 0.669 0.135  C1 1.452, C3 1.251
3 C -0.054 0.537 0.541  N2 1.251, O4 1.399, H10 1.085
4 O 0.911 -0.128 -0.223  C3 1.399, C5 1.321
5 C 2.054 -0.601 0.237  O4 1.321, O6 1.335
6 O 2.123 -0.419 1.557  C5 1.335, H11 0.962
7 H -1.996 0.882 -1.776  C1 1.094
8 H -2.508 -0.569 -0.917  C1 1.094
9 H -0.880 -0.503 -1.646  C1 1.095
10 H 0.295 0.962 1.477  C3 1.085
11 H 2.932 -0.907 1.738  O6 0.962

strongest force on any atom	0.7	eV Å⁻¹
energy above the lowest of the compared OMol25 structures with the same formula, charge and spin	73.8	kcal per mole
orbital gap	10.2	eV
HOMO level	-0.344	Ha
multiplicity	1
electronic energy	-8774.49532	eV



Molecular formula: C3H5NO2
Method: DFT, ωB97M-V/def2-TZVPD

Last columns: bonded neighbours and bond lengths (Å).
Atoms and positions in Å:
1 N 0.484 -2.250 -1.772  C2 1.170, H7 0.991
2 C 0.439 -1.297 -1.095  N1 1.170
3 O 1.484 -0.459 0.995  C4 1.202
4 C 0.935 0.528 1.404  O3 1.202, H8 1.107, H9 1.106
5 C -1.279 1.120 -0.074  O6 1.203, H10 1.107, H11 1.107
6 O -1.394 0.345 -0.987  C5 1.203
7 H 0.445 -2.997 -2.421  N1 0.991
8 H 1.207 1.540 1.048  C4 1.107
9 H 0.134 0.475 2.166  C4 1.106
10 H -1.742 0.931 0.913  C5 1.107
11 H -0.713 2.066 -0.177  C5 1.107

strongest force on any atom	1.4	eV Å⁻¹
energy above the lowest of the compared OMol25 structures with the same formula, charge and spin	103.7	kcal per mole
orbital gap	10.3	eV
HOMO level	-0.364	Ha
multiplicity	1
electronic energy	-8773.19761	eV



Molecular formula: C3H5NO2
Method: DFT, ωB97M-V/def2-TZVPD

Last columns: bonded neighbours and bond lengths (Å).
Atoms and positions in Å:
1 O -1.631 -0.228 -2.226  C2 1.192
2 C -0.911 0.031 -1.312  O1 1.192, N3 1.348, O6 1.451
3 N -1.115 0.601 -0.107  C2 1.348, C4 1.440, H7 1.006
4 C 0.119 0.766 0.616  N3 1.440, C5 1.521, H8 1.097, H9 1.097
5 C 1.170 0.137 -0.287  C4 1.521, O6 1.308
6 O 0.511 -0.256 -1.346  C2 1.451, C5 1.308
7 H -2.020 0.957 0.150  N3 1.006
8 H 0.403 1.817 0.756  C4 1.097
9 H 0.122 0.277 1.597  C4 1.097
10 H 1.533 -2.334 1.279  H11 0.749
11 H 1.820 -1.768 0.881  H10 0.749

strongest force on any atom	0.6	eV Å⁻¹
energy above the lowest of the compared OMol25 structures with the same formula, charge and spin	80.4	kcal per mole
orbital gap	9.7	eV
HOMO level	-0.343	Ha
multiplicity	1
electronic energy	-8774.20715	eV



Which value of energy above the lowest of the compared OMol25 structures with the same formula, charge and spin does entry 9 give?
73.7 kcal per mole



Look up the energy above the lowest of the compared OMol25 structures with the same formula, charge and spin of the sixth one.
86.0 kcal per mole



What is the strongest force on any atom in the eighth record?
1.5 eV Å⁻¹